Entry 1:
{"formula": "C12H14BF8N2O2", "method": "wB97M-V/def2-TZVPD", "multiplicity": 1, "lumo_ev": 2.17, "total_charge": -1, "species": ["N", "B", "O", "N", "C", "C", "C", "C", "C", "C", "C", "H", "H", "H", "H", "H", "H", "H", "H", "H", "H", "C", "C", "C", "F", "F", "F", "F", "O", "C", "C", "F", "F", "F", "F", "H", "H", "H", "H"], "positions_angstrom": [[-3.88871, 1.16135, 2.43742], [-3.91877, 2.01728, 1.18292], [-2.72768, 2.79364, 0.99635], [-4.98161, 2.03470, 0.27753], [-4.59007, 1.63207, -1.07503], [-3.54286, 0.52733, -1.09911], [-2.29399, 0.82812, -1.59802], [-1.30892, -0.13925, -1.61073], [-1.59312, -1.39740, -1.15091], [-2.83538, -1.70854, -0.66342], [-3.81677, -0.74083, -0.65007], [-4.31152, 0.26358, 2.24419], [-4.42056, 1.64925, 3.15212], [-2.03807, 2.26801, 1.42659], [-5.45217, 1.27459, -1.66931], [-4.20056, 2.53467, -1.59811], [-2.10203, 1.82776, -1.97322], [-0.31445, 0.09240, -1.98441], [-0.79639, -2.14017, -1.15032], [-3.08246, -2.69210, -0.27083], [-4.82102, -0.90490, -0.26499], [4.78317, 0.06032, 0.97545], [4.12884, 0.94791, -0.10318], [2.63681, 1.26058, 0.04479], [1.87941, 0.15530, 0.00083], [2.24304, 2.05727, -0.97589], [4.38599, 0.42353, -1.32174], [4.77956, 2.14803, -0.05338], [4.96653, -1.32726, 0.69378], [3.95901, -2.24884, 0.93051], [3.47548, -2.92134, -0.35939], [3.00828, -2.01816, -1.23791], [2.47132, -3.77999, -0.07595], [2.95576, -1.69778, 1.63026], [4.49505, -3.21023, 1.71989], [5.80222, 0.43587, 1.06578], [4.33309, 0.21398, 1.95618], [2.43921, 1.78905, 0.98208], [4.29435, -3.46982, -0.83075]]}

---

Entry 2:
{"formula": "C5H8O2", "method": "wB97M-V/def2-TZVPD", "multiplicity": 1, "relative_energy_kcal_mol": 17.5, "lumo_ev": 0.73, "species": ["C", "C", "C", "C", "C", "O", "O", "H", "H", "H", "H", "H", "H", "H", "H"], "positions_angstrom": [[0.24289, -1.08250, 1.30868], [0.05596, 0.07760, 0.28902], [0.60141, 1.54786, 0.27415], [0.13187, -0.43392, -1.16256], [-1.37828, -0.27951, -1.10465], [-2.28215, -0.27721, -1.88235], [-1.42652, 0.07604, 0.19957], [-0.09145, -2.00515, 0.80044], [1.25381, -1.25868, 1.67313], [-0.44735, -1.00310, 2.16052], [0.14407, 2.06835, -0.58775], [0.40532, 2.18404, 1.14202], [1.68073, 1.59813, 0.06442], [0.56052, 0.22410, -1.92314], [0.54915, -1.43605, -1.25151]]}

---

Entry 3:
{"formula": "C45H79ClN4O6S2", "method": "wB97M-V/def2-TZVPD", "multiplicity": 1, "lumo_ev": 0.27, "smiles": "C#C[C@@]1(COCCOCC)OS(=O)(=O)[C@](C[C@H](C)Cl)(c2ccccc2)[C@@](S)(c2cccnc2)[C@@H]1CCO.CCN(CC)CC.CCN(CC)CC.CCN(CC)CC", "species": ["C", "C", "C", "C", "O", "C", "C", "O", "C", "C", "O", "S", "O", "O", "C", "C", "C", "C", "Cl", "C", "C", "C", "C", "C", "C", "C", "S", "C", "C", "C", "C", "N", "C", "C", "C", "C", "O", "H", "H", "H", "H", "H", "H", "H", "H", "H", "H", "H", "H", "H", "H", "H", "H", "H", "H", "H", "H", "H", "H", "H", "H", "H", "H", "H", "H", "H", "H", "H", "H", "H", "H", "C", "C", "N", "C", "C", "C", "C", "H", "H", "H", "H", "H", "H", "H", "H", "H", "H", "H", "H", "H", "H", "H", "C", "C", "N", "C", "C", "C", "C", "H", "H", "H", "H", "H", "H", "H", "H", "H", "H", "H", "H", "H", "H", "H", "C", "C", "N", "C", "C", "C", "C", "H", "H", "H", "H", "H", "H", "H", "H", "H", "H", "H", "H", "H", "H", "H"], "positions_angstrom": [[0.77876, -2.25916, -6.25117], [0.11004, -1.45076, -5.67207], [-0.81730, -0.49436, -4.99567], [0.05524, 0.61202, -4.33091], [1.40769, 0.49127, -4.77757], [2.31270, 1.25497, -3.99774], [3.04547, 2.30204, -4.85253], [4.11781, 1.73192, -5.57987], [3.74447, 1.43911, -6.93500], [4.71632, 0.38595, -7.49007], [-1.54604, 0.10927, -6.09551], [-2.92765, 0.86175, -5.76128], [-3.65592, 0.91946, -6.99778], [-2.60520, 2.15764, -5.22427], [-3.90257, -0.15455, -4.60581], [-4.57158, -1.25249, -5.48753], [-3.71858, -2.03490, -6.51098], [-4.21402, -1.85621, -7.97076], [-3.87843, -3.82967, -6.15272], [-5.03153, 0.68471, -3.98573], [-4.84391, 1.98804, -3.52827], [-5.87339, 2.74547, -2.98306], [-7.15389, 2.22372, -2.86317], [-7.35245, 0.91170, -3.28570], [-6.32393, 0.16021, -3.83242], [-2.96230, -0.78639, -3.48906], [-2.46514, 0.53603, -2.25837], [-3.77438, -1.83078, -2.68352], [-3.61933, -3.20811, -2.91787], [-4.38935, -4.04699, -2.10779], [-5.22656, -3.49250, -1.16416], [-5.44394, -2.19728, -0.92418], [-4.69204, -1.42230, -1.71488], [-1.64422, -1.38393, -4.05179], [-0.73462, -1.99243, -2.95685], [-0.28565, -3.43334, -3.25447], [-0.64324, -4.21799, -2.10654], [1.42781, -3.03242, -6.58731], [-0.28966, 1.61435, -4.59260], [0.06918, 0.53570, -3.24506], [3.08068, 0.56469, -3.63377], [1.83769, 1.79134, -3.17110], [3.46849, 3.02684, -4.15048], [2.31055, 2.77039, -5.51315], [2.73131, 1.03307, -6.95183], [3.78685, 2.36760, -7.51266], [5.22272, -0.12953, -6.67792], [5.45079, 0.86148, -8.13970], [4.15180, -0.33588, -8.08137], [-5.10413, -1.97355, -4.87499], [-5.34456, -0.73807, -6.05686], [-2.65003, -1.85970, -6.51255], [-4.80756, -0.95364, -8.08077], [-3.37235, -1.87412, -8.66002], [-4.85116, -2.70231, -8.22987], [-3.87705, 2.46468, -3.56633], [-5.67818, 3.75527, -2.64645], [-7.98165, 2.79451, -2.46711], [-8.33752, 0.47377, -3.18601], [-6.59195, -0.84769, -4.11074], [-2.22779, -0.19050, -1.14965], [-2.94518, -3.63352, -3.63960], [-4.32818, -5.12132, -2.21086], [-5.77919, -4.18407, -0.53023], [-4.82422, -0.35454, -1.57500], [-1.94073, -2.25084, -4.64780], [-1.25088, -2.04502, -2.00033], [0.17059, -1.40803, -2.79885], [0.79339, -3.51339, -3.40010], [-0.78471, -3.87129, -4.12552], [-0.17128, -5.05359, -2.12880], [-0.81382, -1.96483, 4.89467], [-1.47905, -2.78532, 3.79963], [-1.63218, -2.04682, 2.56262], [-2.54353, -2.66936, 1.61803], [-2.16543, -4.04340, 1.05716], [-0.41033, -1.50486, 1.99515], [0.74304, -2.47225, 1.70572], [-1.32673, -1.01208, 5.03448], [-0.84879, -2.50830, 5.84017], [0.23657, -1.76543, 4.67360], [-2.47414, -3.07138, 4.15058], [-0.91744, -3.72307, 3.66471], [-2.70695, -1.97843, 0.78372], [-3.51971, -2.75631, 2.10623], [-1.33899, -3.97764, 0.35150], [-3.01482, -4.45908, 0.51155], [-1.90184, -4.75524, 1.84137], [-0.03658, -0.73107, 2.67321], [-0.66309, -0.96689, 1.07666], [0.97172, -3.10787, 2.56257], [1.64684, -1.90317, 1.47469], [0.53925, -3.11185, 0.84720], [0.87263, 2.19411, 9.01380], [1.24917, 0.98999, 8.16205], [2.52726, 1.14668, 7.49625], [2.74968, 0.18493, 6.43051], [2.82732, -1.30003, 6.79800], [3.66320, 1.41021, 8.36179], [3.95197, 0.41727, 9.49309], [0.93317, 3.11484, 8.43187], [-0.15166, 2.08782, 9.37362], [1.51634, 2.29441, 9.88905], [0.48004, 0.87020, 7.39386], [1.20753, 0.08341, 8.78582], [3.65973, 0.46482, 5.89141], [1.93981, 0.30889, 5.70315], [3.75198, -1.54787, 7.31793], [2.80527, -1.89937, 5.88470], [1.98456, -1.61463, 7.41499], [3.52304, 2.39796, 8.81185], [4.55608, 1.51489, 7.74009], [3.06307, 0.19904, 10.08682], [4.69645, 0.84236, 10.16976], [4.35717, -0.52350, 9.12346], [2.50452, 2.50496, 3.46842], [3.37986, 3.47139, 4.25121], [4.79710, 3.22749, 4.06463], [5.63425, 3.89387, 5.04718], [5.63165, 5.42589, 5.07667], [5.26899, 3.26756, 2.69193], [4.99601, 4.53460, 1.87356], [2.78908, 1.47382, 3.68143], [1.46053, 2.63456, 3.75841], [2.56242, 2.66493, 2.39011], [3.14976, 3.33966, 5.31271], [3.09199, 4.50352, 3.99628], [6.66264, 3.54293, 4.92367], [5.32626, 3.53606, 6.03568], [6.15368, 5.85193, 4.22070], [6.14959, 5.77511, 5.97262], [4.62060, 5.83341, 5.10551], [4.82438, 2.42247, 2.15739], [6.34224, 3.06240, 2.68693], [3.95064, 4.84209, 1.92707], [5.22438, 4.34575, 0.82224], [5.61648, 5.37202, 2.18910]]}

---

Entry 4:
{"formula": "C4H9NO4", "method": "wB97M-V/def2-TZVPD", "multiplicity": 1, "relative_energy_kcal_mol": 50.7, "lumo_ev": 0.69, "smiles": "CC(=O)N(C)O.O=CO", "species": ["C", "C", "O", "N", "C", "O", "H", "H", "H", "H", "H", "H", "H", "O", "C", "O", "H", "H"], "positions_angstrom": [[-0.80863, 0.17574, -1.85968], [0.38134, 0.18769, -0.93715], [1.35131, -0.54291, -1.06230], [0.30878, 1.08289, 0.07278], [1.33782, 1.25697, 1.06624], [-0.88839, 1.72695, 0.34621], [-0.56124, -0.39256, -2.75121], [-1.65449, -0.29436, -1.36009], [-1.08787, 1.19211, -2.12321], [1.57862, 2.31665, 1.15363], [1.00119, 0.88351, 2.03689], [2.21210, 0.70291, 0.73341], [-1.42520, 1.12932, 0.90513], [-1.26353, -0.86620, 1.52063], [-0.45436, -1.62264, 1.06869], [-0.69186, -2.39897, 0.02582], [0.55814, -1.73124, 1.50322], [0.10627, -2.80588, -0.33900]]}

---

Entry 5:
{"formula": "C6H9BrO", "method": "wB97M-V/def2-TZVPD", "multiplicity": 1, "relative_energy_kcal_mol": 104.5, "lumo_ev": [0.25, -0.01], "species": ["C", "C", "C", "C", "C", "C", "O", "Br", "H", "H", "H", "H", "H", "H", "H", "H", "H"], "positions_angstrom": [[-1.22965, 2.51412, 0.33809], [0.03940, -1.51936, 0.60004], [-0.11888, -0.23767, 0.34946], [-0.64355, 3.09067, -0.69974], [1.08496, -2.32778, -0.14112], [0.41085, 0.85962, -1.65999], [0.60359, 0.49279, -0.44685], [-1.58871, 3.46570, -2.30721], [-2.24258, 2.14890, 0.29663], [-0.69803, 2.35467, 1.26036], [-0.52781, -2.02782, 1.35975], [1.28718, -1.89139, -1.11988], [2.02238, -2.33375, 0.41773], [0.75983, -3.35562, -0.27889], [-0.35049, 0.41951, -2.28991], [1.07357, 1.60943, -2.05197], [0.34765, 3.51275, -0.68440]]}

---

Entry 6:
{"formula": "C6H15BrN", "method": "wB97M-V/def2-TZVPD", "multiplicity": 1, "relative_energy_kcal_mol": 96.8, "lumo_ev": -3.39, "total_charge": 1, "species": ["C", "C", "C", "C", "C", "C", "N", "Br", "H", "H", "H", "H", "H", "H", "H", "H", "H", "H", "H", "H", "H", "H", "H"], "positions_angstrom": [[0.11123, 2.10455, -1.00226], [-0.00774, 1.26630, 1.40429], [1.73192, 0.32521, -0.14678], [-1.52684, -2.52530, 0.01091], [-0.81384, -0.18978, -0.33738], [0.25436, 0.92129, -0.11171], [-0.64762, -1.39465, 0.49211], [-2.66076, 0.38612, -0.40567], [-0.66672, 2.01108, -1.71677], [-0.07950, 3.01155, -0.44664], [1.10410, 2.27773, -1.58301], [0.15765, 0.54886, 2.18589], [-1.11602, 1.57898, 1.64839], [0.54192, 2.06033, 1.60345], [1.75397, -0.56213, 0.55543], [1.83065, 0.00323, -1.24321], [2.27302, 1.20833, 0.07785], [-2.53380, -2.43012, 0.23832], [-1.56799, -2.65951, -0.99021], [-1.26904, -3.41321, 0.37825], [-0.56439, -0.65966, -1.80114], [0.41087, -1.53919, 0.35067], [-0.76485, -1.45707, 1.56073]]}

---

For each record above, in turn, the calculated max |F| values are 1.8 0.8 2.8 1.1 1.5 5.3 eV/A.
For each record above, in turn, the calculated energy values are -42164.8368 -9409.0752 -100379.5975 -13972.9584 -78452.1044 -77987.7556 eV.